1.
A molecular structure, C20H35Al2Br3Cl2F9IO6 in a non-equilibrium geometry, computed with the ωB97M-V functional and the def2-TZVPD basis.

```
78
Properties=species:S:1:pos:R:3:forces:R:3
C 6.505577 -3.784757 3.022303 -0.4 -0.4 0.3
C 5.093470 -3.242122 2.758457 0.8 -0.1 -0.3
C 4.764002 -3.093313 1.266007 -0.6 0.3 0.6
Cl 5.475326 -1.541700 0.676052 0.2 0.0 -0.2
Al 2.813288 -2.907531 1.090127 0.1 -0.5 -0.8
I 2.040231 -2.169755 -1.227774 -0.1 0.1 0.1
C 1.722041 -4.431790 1.754195 -0.2 0.8 0.4
C 1.427373 -4.149606 3.233696 0.3 -1.1 -0.5
C 0.070896 -4.655470 3.720865 0.1 0.7 0.6
C -1.143308 -3.820943 3.356110 -0.7 -0.8 -0.6
O -1.310536 -2.548509 4.036518 0.6 -0.2 0.4
C -0.726315 -1.495833 3.526661 -0.7 0.1 -0.4
O -0.267281 -1.418022 2.393092 0.4 -0.1 0.1
H 7.164808 -3.609701 2.175819 0.1 0.2 0.0
H 6.459370 -4.863094 3.198447 0.1 -0.1 -0.1
H 6.943459 -3.305654 3.926936 0.3 0.1 -0.2
H 4.372162 -3.916575 3.234882 -0.1 0.1 0.1
H 5.038063 -2.250240 3.213270 -0.3 0.0 0.1
H 5.179784 -3.910942 0.679416 0.1 0.1 -0.1
H 2.355929 -1.652880 2.180661 0.0 0.1 0.0
H 2.209859 -5.399606 1.650035 0.0 -0.1 -0.1
H 0.782895 -4.431005 1.195225 0.0 -0.1 -0.1
H 2.202811 -4.618865 3.840559 0.0 0.1 0.1
H 1.594675 -3.071119 3.426642 -0.5 -0.9 0.2
H -0.104365 -5.627290 3.258484 0.0 0.0 -0.1
H 0.090185 -4.830756 4.799121 -0.1 0.1 0.1
H -1.205716 -3.691397 2.276370 0.1 0.3 0.0
H -2.026612 -4.385701 3.643149 -0.1 0.1 0.1
H -0.732599 -0.634710 4.195947 -0.5 0.0 0.2
Al 1.745571 -1.328314 3.777694 1.1 1.2 0.2
F 8.096027 -2.215017 4.637776 -0.1 0.0 0.1
C 11.444719 -0.278727 5.800826 -0.1 0.0 0.1
Br 12.979885 -0.829032 4.770401 0.1 0.0 0.0
Br 10.062966 0.431846 4.687787 -0.1 0.0 -0.1
Br 10.795532 -1.703185 6.909138 0.0 0.0 0.0
H 11.777610 0.511862 6.455845 0.0 0.0 0.0
C -2.971811 1.367419 0.425775 -0.4 -0.5 0.0
C -1.478867 1.460525 0.082790 -0.1 0.3 -0.2
C -0.478764 1.610639 1.226184 0.3 -0.1 0.3
F -0.675465 2.761208 1.907848 -0.2 0.0 -0.1
F 0.770529 1.646685 0.720783 -0.1 0.0 -0.1
F -1.282667 2.458704 -0.822038 0.0 0.1 -0.1
F -1.163060 0.294190 -0.538898 0.0 0.0 0.0
O -3.744851 2.545836 0.300397 0.4 0.3 -0.3
C -3.866290 3.444607 1.324887 -0.2 -0.2 0.1
C -3.323092 4.825066 0.929428 0.0 0.1 0.0
F -2.017068 4.739459 0.610838 0.0 0.0 0.0
F -3.457690 5.662620 1.975695 0.0 0.0 0.0
F -3.302032 2.995126 2.455533 0.1 0.1 0.0
F -5.186039 3.602621 1.569726 0.0 0.0 0.0
H -3.384013 0.700391 -0.330349 0.0 0.0 0.0
H -3.130001 0.874644 1.385215 0.2 0.1 0.1
H -0.556855 0.761107 1.908765 0.0 0.0 -0.1
H -3.878413 5.214349 0.073381 0.0 0.0 0.0
C -6.596321 1.060972 -6.256874 0.1 -0.2 0.1
O -5.249763 1.502650 -6.206479 -0.7 0.5 -0.4
C -5.062273 2.590851 -7.116179 0.0 -0.2 0.2
C -3.854051 3.438694 -6.786149 0.0 0.0 -0.1
O -4.013419 4.274556 -5.659310 0.2 0.2 0.4
C -3.995261 3.682323 -4.378813 -0.3 -0.2 -0.2
C -2.665662 3.216631 -3.796550 -0.3 0.4 -0.6
O -2.214985 1.844804 -4.174017 -0.2 -0.5 -0.1
C -0.809078 1.598882 -3.943785 0.7 0.0 0.0
H -6.848800 0.670346 -7.247408 0.0 0.0 0.0
H -6.705109 0.266017 -5.521965 0.0 0.0 0.0
H -7.282723 1.875276 -6.002074 0.0 0.0 0.0
H -5.964882 3.210404 -7.078898 0.1 0.2 -0.2
H -4.930423 2.206939 -8.135875 -0.1 0.0 0.0
H -3.683825 4.095858 -7.640217 -0.1 0.1 0.1
H -2.952860 2.850153 -6.665310 0.1 -0.1 -0.2
H -4.734863 2.880403 -4.295572 0.0 0.0 0.0
H -4.309643 4.503708 -3.731671 0.0 -0.1 0.2
H -2.789453 3.155009 -2.714436 0.1 -0.2 0.0
H -1.876666 3.927600 -4.045115 0.2 -0.2 -0.1
H -0.201584 2.289343 -4.527682 -0.1 0.1 0.0
H -0.590872 0.583236 -4.251517 -0.1 0.0 0.0
H -0.612699 1.705015 -2.879452 -0.1 0.1 0.0
Cl -2.800442 0.725926 -5.687283 0.8 0.2 1.0
```
Positions in Å, forces in eV/Å.

These are the Löwdin partial charges, in e, on atoms 1 to 6: C -0.1109; C -0.3595; C -0.7522; Cl 0.5260; Al -0.1666; I 0.3149

2.
2 unconnected molecules or ions with the total composition C3N2O2 in a non-equilibrium geometry, computed with the ωB97M-V functional and the def2-TZVPD basis.

## Properties
- SMILES = N#CC#N.O=C=O
- ΔE to the lowest compared entry with this formula, charge and spin (kcal/mol) = 9.6

```
7
Properties=species:S:1:pos:R:3:forces:R:3
C 0.800874 0.710503 -0.163750 2.0 -1.6 -0.2
C -1.718739 -0.191591 0.158324 -1.0 -1.1 0.4
C 1.662659 -0.381580 -0.114785 -1.2 1.8 0.2
N 2.319934 -1.286178 0.058140 1.3 -1.7 0.1
N 0.009236 1.498740 -0.327597 -1.1 2.3 -0.1
O -2.227374 0.276722 1.079938 -0.1 0.7 0.3
O -1.272902 -0.804536 -0.713431 0.0 -0.3 -0.7
```
Positions in Å, forces in eV/Å.

These are the natural (NBO) partial charges, in e, on atoms 1 to 6: C 0.2025; C 1.0249; C 0.1727; N -0.1616; N -0.2079; O -0.4980

| no. | gap between HOMO and LUMO (eV) | DFT total energy (Eh) | LUMO (Ha) |
| --- | --- | --- | --- |
| 1 | 1.0 | -11557.91975 | -0.199 |
| 2 | 12.5 | -374.29034 | -0.011 |